{"formula": "C8H16FNO2S", "method": "wB97M-V/def2-TZVPD", "e_above_lowest_kcal_mol": 26.1, "energy_ha": -1017.61780, "lumo_ev": 0.5, "max_force_ev_per_a": 2.6, "spin_multiplicity": 1, "total_charge": 0, "smiles": "C=CS(=O)(=O)F.CN1CCCCC1", "symbols": ["S", "F", "O", "O", "N", "C", "C", "C", "C", "C", "C", "C", "C", "H", "H", "H", "H", "H", "H", "H", "H", "H", "H", "H", "H", "H", "H", "H", "H"], "coordinates": [[-4.197, 1.895, -0.680], [-4.560, 3.261, 0.161], [-3.471, 2.315, -1.839], [-5.469, 1.231, -0.805], [0.306, -0.709, -0.088], [1.157, -0.156, -1.206], [-3.103, 1.124, 0.508], [2.981, 0.671, 0.434], [-2.197, 0.153, 0.250], [2.472, -0.373, 1.435], [2.640, 0.206, -0.986], [-0.291, -2.017, -0.488], [0.982, -0.769, 1.259], [0.617, 0.727, -1.572], [2.556, 0.018, 2.456], [2.524, 1.651, 0.646], [-2.127, -0.210, -0.774], [3.289, -0.650, -1.244], [-1.351, -1.880, -0.729], [-3.439, 1.482, 1.489], [0.202, -2.475, -1.357], [4.072, 0.767, 0.549], [3.099, -1.283, 1.375], [2.878, 1.017, -1.681], [-0.223, -2.716, 0.340], [0.886, -1.799, 1.611], [0.357, -0.129, 1.902], [1.158, -0.902, -1.999], [-1.752, -0.450, 1.034]]}

---

{"formula": "C8H16I2IrO4", "method": "wB97M-V/def2-TZVPD", "e_above_lowest_kcal_mol": 4.2, "energy_ha": -1313.89593, "lumo_ev": -13.6, "max_force_ev_per_a": 0.1, "spin_multiplicity": 1, "total_charge": 3, "symbols": ["Ir", "I", "I", "O", "O", "O", "O", "C", "C", "C", "C", "C", "C", "C", "C", "H", "H", "H", "H", "H", "H", "H", "H", "H", "H", "H", "H", "H", "H", "H", "H"], "coordinates": [[0.229, -0.472, -0.815], [0.146, -0.681, -3.514], [1.353, -2.579, -2.110], [-0.728, 1.250, -0.363], [1.834, 0.813, -0.603], [-1.566, -1.355, -0.309], [0.532, -0.817, 1.148], [1.968, -0.612, 1.399], [0.010, -2.154, 1.454], [2.302, 0.737, 0.816], [-2.552, -0.267, -0.019], [-0.077, 2.329, -1.124], [1.447, 2.197, -0.965], [-2.143, 1.016, -0.703], [-1.397, -2.266, 0.853], [-2.738, 1.845, -0.315], [-3.525, -0.603, -0.377], [1.797, 1.523, 1.375], [2.133, -0.604, 2.478], [1.948, 2.439, -1.900], [0.704, -2.886, 1.039], [-0.389, 2.228, -2.164], [1.833, 2.851, -0.188], [2.522, -1.432, 0.942], [-1.591, -3.277, 0.500], [-2.232, 0.978, -1.790], [3.378, 0.909, 0.811], [-0.026, -2.267, 2.537], [-2.158, -2.002, 1.582], [-2.580, -0.125, 1.059], [-0.432, 3.284, -0.736]]}

---

{"formula": "C8H16N2", "method": "wB97M-V/def2-TZVPD", "e_above_lowest_kcal_mol": 26.2, "energy_ha": -423.89785, "lumo_ev": 0.9, "max_force_ev_per_a": 2.0, "spin_multiplicity": 1, "total_charge": 0, "smiles": "CCc1c[nH]cn1.CCC", "symbols": ["N", "N", "C", "C", "C", "C", "C", "C", "C", "C", "H", "H", "H", "H", "H", "H", "H", "H", "H", "H", "H", "H", "H", "H", "H", "H"], "coordinates": [[3.239, -1.202, -0.653], [1.156, -1.906, -0.092], [-0.148, -0.054, -1.329], [-2.386, 2.728, 0.494], [1.095, -0.801, -0.957], [-2.606, 2.486, 1.966], [-1.329, -1.017, -1.259], [2.348, -0.413, -1.351], [-2.080, 1.145, 2.516], [2.454, -2.077, 0.072], [-3.646, 2.687, 2.257], [-3.207, 2.356, -0.097], [2.827, -2.956, 0.564], [-1.677, -1.503, -2.177], [-1.578, 2.162, 0.035], [-1.062, 1.179, 2.917], [2.616, 0.401, -1.999], [-2.445, 3.791, 0.273], [-0.456, 0.661, -0.539], [0.017, 0.465, -2.275], [-2.116, 0.353, 1.754], [-2.535, 0.940, 3.482], [4.229, -1.354, -0.776], [-2.162, -0.419, -0.892], [-2.086, 3.267, 2.516], [-1.230, -1.915, -0.629]]}

---

{"formula": "C8H16N2O", "method": "wB97M-V/def2-TZVPD", "e_above_lowest_kcal_mol": 54.4, "energy_ha": -499.09927, "lumo_ev": 0.9, "max_force_ev_per_a": 1.5, "spin_multiplicity": 1, "total_charge": 0, "smiles": "C1OC[C@H]2N[C@@H]12.C1CCNC1", "symbols": ["O", "N", "N", "C", "C", "C", "C", "C", "C", "C", "C", "H", "H", "H", "H", "H", "H", "H", "H", "H", "H", "H", "H", "H", "H", "H", "H"], "coordinates": [[-2.836, 1.021, -0.884], [-1.609, -1.130, 0.271], [1.814, -1.093, -0.294], [3.246, -0.901, -0.433], [2.251, 1.222, 0.161], [3.557, 0.437, 0.223], [-3.074, -1.033, 0.181], [1.331, 0.265, -0.554], [-2.368, -0.130, 1.077], [-2.392, 1.228, 0.434], [-3.491, -0.222, -1.014], [-2.306, -0.248, 2.149], [3.830, -1.762, -0.049], [0.275, 0.348, -0.325], [4.413, 0.926, -0.254], [2.326, 2.190, -0.357], [3.842, 0.314, 1.268], [-1.375, 1.638, 0.419], [3.471, -0.813, -1.497], [1.601, -1.398, 0.660], [-3.031, 1.948, 0.963], [1.867, 1.373, 1.179], [-4.600, -0.106, -1.077], [-3.114, -0.671, -1.939], [-3.684, -1.897, 0.482], [1.443, 0.422, -1.653], [-1.388, -1.928, 0.864]]}

---

Sequential HOMO energy output: -8.75 -20.89 -8.53 -8.72 eV
Sequential HOMO-LUMO gap output: 9.25 7.26 9.42 9.58 eV